<i>
An isolated molecule of C4H6FN, computed with ωB97M-V with the def2-TZVPD basis set.

Properties
HOMO (eV): -9.0
Kohn-Sham gap (eV): 9.73
LUMO level (eV): 0.7

Structure (ORCA input):
```
! RIJCOSX wB97M-V def2-TZVPD def2/J DEFGRID3
* xyz 0 1
C -1.05516 1.26651 -0.05027
C 0.25689 -0.93065 0.23960
C 0.97015 0.34711 0.37018
C -1.65864 0.01970 -0.42941
N 0.12990 1.52068 0.25395
F -2.66105 -0.39868 0.40834
H -1.67731 2.18331 0.05192
H 0.38149 -1.56616 -0.58622
H -0.39222 -1.43610 1.03830
H 1.62190 0.40626 1.30639
H 1.78370 0.60817 -0.35999
H -2.11813 -0.15134 -1.35836
*
```

<ii>
A 2-piece molecular cluster, C4H6FN overall, computed with ωB97M-V with the def2-TZVPD basis set.

Properties
HOMO (spin up / spin down) (eV): -9.0 / -9.0
Kohn-Sham gap (spin up / spin down) (eV): 6.86 / 6.86
LUMO level (spin up / spin down) (eV): -2.1 / -2.1

Structure (ORCA input):
```
! RIJCOSX wB97M-V def2-TZVPD def2/J DEFGRID3
* xyz 0 1
C 2.36718 -0.37359 0.36703
C -0.77083 0.04792 1.21951
C -0.49290 -0.20831 -1.31880
C -0.28305 0.58404 -0.08345
N 3.46030 -0.28227 -0.04345
F 0.10399 1.85157 -0.10500
H -0.07933 0.41576 1.88087
H -1.66624 0.40682 1.57885
H -0.65419 -1.07050 1.30440
H -0.12463 -1.26406 -1.38495
H -0.27280 0.37099 -2.23771
H -1.58751 -0.47837 -1.17732
*
```

The calculated energies rank the structures as follows, beginning with the most stable: <i>, <ii>.

<i>
An isolated molecule of C5H7PS, computed with ωB97M-V with the def2-TZVPD basis set.

Properties
HOMO (eV): -8.1
Kohn-Sham gap (eV): 8.09
SMILES: CC1=CPSC=C1
LUMO level (eV): 0.0

Structure (ORCA input):
```
! RIJCOSX wB97M-V def2-TZVPD def2/J DEFGRID3
* xyz 0 1
C -0.96750 0.73714 0.45922
C 0.17692 -0.15414 -0.04715
C 1.39088 0.30115 0.05066
P 2.95658 -0.89697 0.25999
S 1.97194 -2.66967 -0.93575
C 0.20731 -2.51059 -0.93867
C -0.39474 -1.41138 -0.37188
H -1.65238 0.34657 1.32781
H -1.69569 0.63112 -0.45332
H -0.72719 1.73260 0.74588
H 1.51981 1.27687 0.45111
H 2.53651 -1.30130 1.63560
H -0.33757 -3.27527 -1.33862
H -1.49187 -1.30717 -0.30829
*
```

<ii>
An isolated molecule of C5H7PS, computed with ωB97M-V with the def2-TZVPD basis set.

Properties
HOMO (spin up / spin down) (eV): -8.2 / -8.2
Kohn-Sham gap (spin up / spin down) (eV): 8.13 / 6.73
LUMO level (spin up / spin down) (eV): -0.1 / -1.5

Structure (ORCA input):
```
! RIJCOSX wB97M-V def2-TZVPD def2/J DEFGRID3
* xyz 0 1
C -1.81157 -1.34376 -0.37599
C -1.64587 0.02188 0.16416
C -0.87440 -2.20650 -0.44549
C -0.61435 0.89321 0.16595
C 2.12052 0.89048 0.63407
P 1.00091 0.15236 -0.48578
S 1.33865 0.88041 -2.28409
H -2.82440 -1.68408 -0.24659
H -2.54695 0.45054 0.34570
H -0.47454 -3.15508 -0.65319
H -0.60972 1.87646 0.41454
H 1.59625 0.88600 1.60887
H 3.08785 0.37496 0.68828
H 2.25761 1.96313 0.46955
*
```

The calculated energies rank the structures as follows, beginning with the most stable: <i>, <ii>.

<i>
C2H3N4 as an isolated structure, computed with ωB97M-V with the def2-TZVPD basis set.

Properties
HOMO (eV): -14.9
Kohn-Sham gap (eV): 8.89
LUMO level (eV): -6.0

Structure (ORCA input):
```
! RIJCOSX wB97M-V def2-TZVPD def2/J DEFGRID3
* xyz 1 1
C 0.25546 -0.98349 -0.39422
C -0.09506 -0.04875 -1.29176
N 0.22057 0.15733 1.68535
N -0.33821 -0.14347 0.63739
N 0.76663 0.35578 2.62449
N -0.76050 0.75514 -0.36560
H 0.70872 -1.94275 -0.27325
H -0.06509 0.08543 -2.35226
H -0.69251 1.76477 -0.27014
*
```

<ii>
An isolated ion of composition C2H3N4 and charge +1, computed with ωB97M-V with the def2-TZVPD basis set.

Properties
HOMO (eV): -15.6
Kohn-Sham gap (eV): 8.40
SMILES: N1=NC1[C@@H]1N=[NH+]1
LUMO level (eV): -7.2

Structure (ORCA input):
```
! RIJCOSX wB97M-V def2-TZVPD def2/J DEFGRID3
* xyz 1 1
N 1.84126 -0.16530 0.33779
N 1.45681 0.10413 -0.75988
C 0.73332 0.74745 0.35197
C -0.65207 0.14082 0.47425
N -0.71627 -1.35331 0.49599
N -0.82544 -0.88149 -0.63067
H 0.73894 1.86285 0.48566
H -1.64548 0.80046 0.80085
H -0.93106 -1.25562 -1.55596
*
```

<iii>
A 2-piece molecular cluster, C2H3N4 overall, computed with ωB97M-V with the def2-TZVPD basis set.

Properties
HOMO (spin up / spin down) (eV): -12.2 / -12.2
Kohn-Sham gap (spin up / spin down) (eV): 6.94 / 6.91
LUMO level (spin up / spin down) (eV): -5.3 / -5.3

Structure (ORCA input):
```
! RIJCOSX wB97M-V def2-TZVPD def2/J DEFGRID3
* xyz 1 1
C 0.74169 0.35289 -0.88785
C 1.92623 1.83846 -2.39573
N 1.49962 1.06810 -1.49685
N 0.10837 -0.13147 1.44820
N -0.83918 -0.70868 1.49045
N -1.79954 -1.41525 1.44010
H 2.66804 2.68659 -2.55180
H -2.28906 -1.64053 2.31106
H -2.01618 -2.05012 0.64242
*
```

The calculated energies rank the structures as follows, beginning with the most stable: <i>, <ii>, <iii>.

<i>
An isolated molecule of C4H4BrN3, computed with ωB97M-V with the def2-TZVPD basis set.

Properties
HOMO (spin up / spin down) (eV): -7.8 / -8.5
Kohn-Sham gap (spin up / spin down) (eV): 6.37 / 8.53
LUMO level (spin up / spin down) (eV): -1.4 / 0.0

Structure (ORCA input):
```
! RIJCOSX wB97M-V def2-TZVPD def2/J DEFGRID3
* xyz 0 1
C -1.36961 -0.90127 2.68274
C -0.75587 0.00224 0.31341
C 0.88036 -0.46703 -0.12482
C -1.36390 -0.90808 1.25303
N -1.60922 -0.88549 3.80855
N 1.56316 -0.87523 0.94963
N 1.44343 -1.50589 1.89682
Br -1.90623 -2.55865 0.37985
H -0.68819 0.96280 0.75872
H -1.40572 -0.08085 -0.51079
H 0.53251 -1.34479 -0.78268
H 1.27659 0.50889 -0.58773
*
```

<ii>
An isolated molecule of C4H4BrN3, computed with ωB97M-V with the def2-TZVPD basis set.

Properties
HOMO (spin up / spin down) (eV): -8.3 / -8.5
Kohn-Sham gap (spin up / spin down) (eV): 7.45 / 8.49
LUMO level (spin up / spin down) (eV): -0.9 / 0.0

Structure (ORCA input):
```
! RIJCOSX wB97M-V def2-TZVPD def2/J DEFGRID3
* xyz 0 1
C -2.08927 0.48967 -0.67124
C 0.27214 0.63744 0.42881
C 1.12963 -0.62467 0.74778
C -0.65688 0.50208 -0.77140
N -3.22147 0.57372 -0.57361
N 0.60769 -1.73386 0.19692
N -0.28941 -1.88575 -0.50943
Br -0.01517 0.93593 -2.51890
H -0.33269 0.76635 1.34442
H 1.13954 1.44995 0.34838
H 1.96246 -0.45620 0.20825
H 1.49344 -0.65466 1.77001
*
```

The calculated energies rank the structures as follows, beginning with the most stable: <ii>, <i>.

<i>
An isolated molecule of C2H6N4, computed with ωB97M-V with the def2-TZVPD basis set.

Properties
HOMO (spin up / spin down) (eV): -7.9 / -7.9
Kohn-Sham gap (spin up / spin down) (eV): 8.17 / 8.17
LUMO level (spin up / spin down) (eV): 0.2 / 0.2

Structure (ORCA input):
```
! RIJCOSX wB97M-V def2-TZVPD def2/J DEFGRID3
* xyz 0 1
C 1.17214 -0.29929 -0.06025
C -1.19397 -0.30872 -0.05920
N 0.09010 1.69514 0.10617
N 3.44317 -0.40213 -0.04504
N 2.46925 0.38856 -0.15262
N 0.07461 0.42689 -0.01125
H 1.13795 -1.37455 -0.07619
H -1.58998 -0.42222 0.95025
H -1.05095 -1.29065 -0.50136
H -1.90950 0.25145 -0.66101
H -0.84534 2.09451 0.10346
H 4.31109 0.14014 -0.14024
*
```

<ii>
An isolated molecule of C2H6N4, computed with ωB97M-V with the def2-TZVPD basis set.

Properties
HOMO (eV): -7.3
Kohn-Sham gap (eV): 8.45
SMILES: NN1C=CNN1
LUMO level (eV): 1.1

Structure (ORCA input):
```
! RIJCOSX wB97M-V def2-TZVPD def2/J DEFGRID3
* xyz 0 1
N -1.87604 0.02393 0.15246
N -0.64649 0.17982 -0.61620
C 0.06449 -1.09021 -0.55789
C 1.28461 -0.86896 -0.06433
N 1.38516 0.43003 0.45177
N 0.24748 1.17942 -0.17052
H -1.63759 0.06220 1.12199
H -2.22173 0.95380 -0.02669
H -0.43695 -1.88700 -1.12752
H 1.90069 -1.63495 0.10054
H 2.18748 0.92261 0.13842
H -0.25112 1.72929 0.59795
*
```

The calculated energies rank the structures as follows, beginning with the most stable: <i>, <ii>.

<i>
A 4-piece molecular cluster, C3H14O3S overall, computed with ωB97M-V with the def2-TZVPD basis set.

Properties
HOMO (eV): -8.8
Kohn-Sham gap (eV): 9.13
SMILES: CCSC.O.O.O
LUMO level (eV): 0.3

Structure (ORCA input):
```
! RIJCOSX wB97M-V def2-TZVPD def2/J DEFGRID3
* xyz 0 1
C -1.10166 0.93256 -2.50741
C -1.95597 0.57073 -1.29039
S -1.35249 -0.97493 -0.49240
C -1.11269 -0.55038 1.23209
H -0.75068 0.04054 -3.00913
H -1.76996 1.42702 -3.22169
H -0.25936 1.60457 -2.33538
H -1.92106 1.39199 -0.57784
H -2.97273 0.32315 -1.59166
H -1.18121 0.48542 1.53111
H -0.20581 -1.04712 1.56438
H -1.87159 -0.98310 1.91232
O -0.85774 -2.91145 -3.28473
H -0.84379 -2.40012 -2.47112
H -0.02997 -3.40009 -3.26852
O 5.17511 0.21042 3.21296
H 4.38812 0.30782 2.66568
H 4.89288 -0.41943 3.88745
O 1.63187 1.69874 2.66037
H 1.13922 2.32445 2.11837
H 0.95950 1.36921 3.26555
*
```

<ii>
A 4-piece molecular cluster, C3H14O3S overall, computed with ωB97M-V with the def2-TZVPD basis set.

Properties
HOMO (eV): -8.1
Kohn-Sham gap (eV): 8.70
SMILES: CCSC.O.O.O
LUMO level (eV): 0.6

Structure (ORCA input):
```
! RIJCOSX wB97M-V def2-TZVPD def2/J DEFGRID3
* xyz 0 1
C 2.50824 -0.06766 -1.58670
C 1.30258 0.90216 -1.38528
S -0.49793 0.36392 -1.64412
C -0.17783 -1.16321 -2.56830
H 3.33861 0.58658 -1.62473
H 2.43826 -0.96136 -0.95244
H 2.47439 -0.36030 -2.70063
H 1.42346 1.54157 -0.46815
H 1.38408 1.64945 -2.22462
H -0.01385 -0.95270 -3.60727
H -1.14097 -1.70635 -2.77521
H 0.81128 -1.60697 -2.28551
O 2.20087 -3.81990 -1.56274
H 3.01129 -3.25331 -1.60764
H 2.43703 -4.76265 -1.24690
O -3.04448 3.72673 5.62829
H -2.30807 4.29577 5.77359
H -2.49750 2.92189 5.81258
O -4.76083 0.94760 3.39858
H -4.47740 0.08043 3.66136
H -4.41124 1.63832 3.96584
*
```

The calculated energies rank the structures as follows, beginning with the most stable: <i>, <ii>.

<i>
An isolated ion of composition C20H24NO2 and charge +1, computed with ωB97M-V with the def2-TZVPD basis set.

Properties
HOMO (eV): -11.5
Kohn-Sham gap (eV): 6.90
SMILES: C=COC(=O)c1cc[n+]([C@H](C)CC)c(Cc2ccccc2C)c1
LUMO level (eV): -4.6

Structure (ORCA input):
```
! RIJCOSX wB97M-V def2-TZVPD def2/J DEFGRID3
* xyz 1 1
C -1.67422 0.99575 -3.42115
C -1.10939 0.03441 -4.30026
O 0.16929 0.21448 -4.98484
C 1.12861 -0.69330 -4.39235
O 2.03933 -1.24991 -5.05407
C 0.90270 -0.97054 -2.81216
C 0.23743 -2.27829 -2.29801
C 0.03579 -2.46682 -0.75471
N 0.43757 -1.45464 0.22658
C 0.25742 -1.70800 1.71480
C 1.68497 -2.21620 2.25563
C -0.98565 -2.66870 2.05559
C -0.63146 -4.22545 2.21989
C 1.06061 -0.20827 -0.23179
C 1.57477 0.94662 0.77719
C 0.64493 2.25607 0.60306
C 0.84978 3.23808 -0.62136
C -0.06446 4.48568 -0.80994
C -1.23761 4.84732 0.17005
C -1.42784 3.90805 1.40101
C -0.49537 2.64906 1.60202
C -0.80867 1.78180 2.93603
C 1.31420 0.09061 -1.76028
H -2.71136 0.78404 -2.96456
H -1.15365 1.95142 -3.07605
H -1.72103 -0.93101 -4.45410
H -0.06985 -3.07196 -3.05690
H -0.42884 -3.47416 -0.45047
H 0.04522 -0.70371 2.25170
H 1.62637 -2.84131 3.20753
H 2.16066 -2.83330 1.39639
H 2.42135 -1.33784 2.43059
H -1.80655 -2.54365 1.25014
H -1.45916 -2.27761 3.03719
H -1.55814 -4.71838 2.71444
H -0.46260 -4.79215 1.24036
H 0.24838 -4.45437 2.90979
H 2.61723 1.26520 0.38187
H 1.68074 0.60005 1.85744
H 1.68180 3.05070 -1.38184
H 0.08759 5.19819 -1.69703
H -1.92561 5.74371 0.01308
H -2.27592 4.13050 2.15341
H -0.95299 2.53533 3.80358
H 0.05921 1.10486 3.23801
H -1.81120 1.25067 2.80221
H 1.80563 1.05698 -2.12775
*
```

<ii>
A 2-piece molecular cluster, C20H24NO2 overall, computed with ωB97M-V with the def2-TZVPD basis set.

Properties
HOMO (eV): -11.4
Kohn-Sham gap (eV): 6.69
LUMO level (eV): -4.7

Structure (ORCA input):
```
! RIJCOSX wB97M-V def2-TZVPD def2/J DEFGRID3
* xyz 1 1
C -1.23888 3.73939 4.11690
C -1.10019 2.22244 4.24996
C 0.17223 1.93692 5.04698
C -2.28727 1.70949 5.06627
N -1.04957 1.59837 2.95896
C -0.97077 1.14209 1.87156
H -2.18456 4.00997 3.63383
H -1.22946 4.16266 5.12632
H -0.40226 4.16627 3.55244
H 0.29416 0.86276 5.22066
H 1.05473 2.33080 4.53232
H 0.07758 2.43958 6.01511
H -2.23122 0.62514 5.21247
H -2.24544 2.19472 6.04660
H -3.23950 1.96766 4.58975
C 1.93766 2.73398 -5.92636
O 0.97042 3.15409 -4.94048
C 0.52629 2.23513 -4.04847
C -0.23246 2.71945 -2.94969
C -0.48971 1.90168 -1.88641
C -0.09212 0.52242 -1.89477
C -0.29648 -0.24079 -0.73837
C -0.07023 -1.62405 -0.57289
C -0.96413 -2.34848 0.27288
C -0.88948 -3.70826 0.39009
C 0.16604 -4.41567 -0.24883
O 0.22347 -5.75213 -0.02574
C 1.29070 -6.50693 -0.64739
C 1.10104 -3.71563 -1.05009
C 0.99550 -2.34635 -1.18435
C 0.46777 0.01289 -3.10647
C 0.80396 0.84730 -4.15051
H 2.10876 3.63058 -6.51980
H 2.87568 2.41191 -5.45454
H 1.54089 1.93426 -6.56600
H -0.54185 3.76008 -2.96256
H -1.00373 2.27712 -1.00144
H -0.72864 0.28663 0.11761
H -1.74201 -1.78823 0.79239
H -1.60487 -4.27119 0.98394
H 1.21714 -7.49759 -0.19616
H 1.13111 -6.57325 -1.73385
H 2.27822 -6.07092 -0.43268
H 1.91105 -4.26070 -1.54191
H 1.74953 -1.81069 -1.75686
H 0.64022 -1.05473 -3.22208
H 1.30066 0.44979 -5.03838
*
```

The calculated energies rank the structures as follows, beginning with the most stable: <ii>, <i>.